Entry 1:
Below is a 2-piece molecular cluster, C14H32Cl2NO6P2S overall at a distorted geometry, with properties calculated with the ωB97M-V functional and the def2-TZVPD basis.

Output
E_tot ... -3059.95367 hartree
Orbital gap ... 6.5 eV
Total charge ... -1

```
58
Properties=species:S:1:pos:R:3:lowdin_charge:R:1
C 1.715 -2.991 0.451 -0.011
C 2.616 -1.615 0.746 -0.274
O 2.300 -0.874 1.820 -0.045
O 3.716 -1.351 -0.195 -0.109
C 3.867 0.093 -0.479 -0.175
C 2.634 0.656 -1.459 -0.164
C 1.612 1.610 -0.602 -0.219
C 0.446 2.350 -1.485 -0.211
C -0.885 2.642 -0.521 -0.211
C -2.266 2.889 -1.372 -0.231
C -3.197 1.532 -1.561 -0.237
C -4.018 1.087 -0.214 -0.286
P -4.030 -0.792 0.143 0.428
N -3.934 -0.351 1.904 -0.246
O -2.308 -1.024 0.310 -0.351
C -2.121 -2.336 -0.331 -0.288
C -2.944 -2.314 -1.767 -0.408
P -1.562 -1.898 -3.019 0.392
O -0.660 -3.347 -3.506 -0.290
O -0.372 -0.758 -2.454 -0.316
S -2.471 -1.080 -4.580 0.187
O -4.048 -1.338 -1.546 -0.356
H 2.350 -3.978 0.571 0.094
H 0.811 -3.091 1.223 0.109
H 1.294 -2.870 -0.634 0.064
H 3.895 0.773 0.474 0.104
H 4.899 0.239 -1.030 0.132
H 2.141 -0.314 -1.911 0.106
H 3.097 1.280 -2.364 0.123
H 2.286 2.452 -0.099 0.120
H 1.202 0.960 0.292 0.108
H 0.887 3.410 -1.807 0.115
H 0.161 1.808 -2.486 0.107
H -1.079 1.781 0.260 0.107
H -0.661 3.662 0.053 0.111
H -1.930 3.223 -2.464 0.105
H -2.869 3.802 -0.935 0.103
H -2.486 0.705 -1.992 0.058
H -3.991 1.765 -2.406 0.112
H -5.156 1.394 -0.403 0.089
H -3.690 1.724 0.741 0.084
H -5.493 -0.735 0.184 -0.004
H -4.229 -2.123 0.670 0.003
H -3.828 -1.257 2.448 0.013
H -2.971 0.093 2.001 0.011
H -2.457 -3.316 0.215 0.112
H -0.989 -2.583 -0.618 0.076
H -3.301 -3.384 -2.155 0.147
H 0.175 -3.297 -2.924 0.061
H -0.619 -0.340 -1.578 0.058
Cl 5.933 1.699 6.158 0.519
C 4.675 0.781 5.293 -0.665
C 4.854 0.843 3.785 -0.663
Cl 4.540 2.471 3.135 0.533
H 3.699 1.171 5.600 0.072
H 4.749 -0.256 5.634 0.072
H 4.144 0.166 3.298 0.050
H 5.865 0.547 3.486 0.071
```

***

Entry 2:
Below is C14H32HgN4O6 as an isolated structure at a distorted geometry, with properties calculated with the ωB97M-V functional and the def2-TZVPD basis.

Output
E_tot ... -1376.27664 hartree
Orbital gap (spin up / spin down) ... 1.8 / 6.2 eV
Multiplicity ... 2
Total charge ... -1

```
57
Properties=species:S:1:pos:R:3:mulliken_spin:R:1
Hg -0.186 -0.097 -0.848 0.450
O -0.832 -2.329 -1.433 -0.027
C -0.611 -2.322 -2.810 0.001
C -0.920 -0.920 -3.511 0.009
O -0.214 0.314 -3.180 -0.004
H -1.320 -2.977 -3.316 0.003
H 0.374 -2.755 -2.979 -0.002
H -1.956 -0.630 -3.335 0.005
H -0.825 -1.020 -4.592 0.002
C 1.446 3.249 0.149 0.840
O 1.109 2.036 0.109 -0.587
N 1.259 4.131 -0.873 -0.822
C 1.336 5.496 -0.575 0.510
C 0.659 3.711 -2.096 0.212
H 1.947 3.717 1.011 0.167
H 1.997 6.033 -1.255 -0.023
H 1.800 5.797 0.364 0.032
H 0.340 5.928 -0.674 -0.115
H -0.416 3.885 -2.147 -0.087
H 1.040 4.317 -2.918 0.016
H 0.733 2.673 -2.421 0.077
C -2.608 1.892 0.207 0.113
O -1.980 0.794 0.200 -0.001
N -3.934 1.905 0.291 -2.005
C -4.789 3.118 0.513 1.867
C -4.689 0.707 0.322 0.380
H -2.156 2.886 0.065 0.551
H -5.701 3.030 -0.078 -0.110
H -4.480 4.162 0.547 -0.454
H -5.160 2.861 1.505 -0.061
H -4.160 -0.221 0.107 0.170
H -5.270 0.510 1.224 -0.186
H -5.552 0.815 -0.335 -0.053
C -0.203 -1.193 2.292 0.466
O 0.030 -1.213 1.058 -0.295
N -0.064 -2.313 2.996 -0.351
C -0.332 -2.304 4.445 0.273
C 0.430 -3.555 2.407 0.043
H -0.409 -0.242 2.808 0.014
H -0.997 -1.525 4.816 -0.037
H 0.498 -2.328 5.152 -0.038
H -0.715 -3.308 4.629 0.020
H 1.376 -3.502 1.868 0.004
H 0.532 -4.418 3.065 0.013
H -0.249 -3.994 1.676 -0.005
C 2.675 -1.519 -1.235 0.024
O 2.043 -0.631 -0.624 -0.024
N 3.477 -2.402 -0.498 -0.042
C 4.388 -3.386 -1.139 0.006
C 3.542 -2.453 0.987 0.072
H 2.824 -1.750 -2.301 -0.006
H 5.326 -3.145 -1.640 -0.002
H 3.871 -4.135 -1.738 -0.002
H 4.824 -4.021 -0.367 0.004
H 4.583 -2.210 1.204 -0.010
H 2.930 -1.707 1.495 -0.009
H 3.339 -3.439 1.406 0.015
```

***

Entry 3:
Below is C14H32LiNO14P as an isolated structure at a distorted geometry, with properties calculated with the ωB97M-V functional and the def2-TZVPD basis.

Output
E_tot ... -2009.40126 hartree
Orbital gap ... 2.8 eV
Total charge ... -1

```
63
Properties=species:S:1:pos:R:3:lowdin_charge:R:1
C 51.436 22.875 4.302 0.011
N 50.182 23.571 4.801 -0.298
C 50.382 23.750 6.271 0.000
C 50.031 24.826 4.130 -0.006
C 48.960 22.686 4.543 -0.113
C 47.615 23.156 4.948 -0.253
O 46.808 21.987 5.026 -0.075
H 52.304 23.487 4.167 0.098
H 51.386 22.487 3.288 0.121
H 51.800 22.221 4.968 0.059
H 49.743 24.408 6.746 0.074
H 51.546 24.020 6.525 0.164
H 50.305 22.839 6.834 0.100
H 50.067 24.802 3.114 0.100
H 50.893 25.371 4.391 0.106
H 49.224 25.373 4.119 0.075
H 49.103 21.831 5.063 0.093
H 48.897 22.457 3.455 0.168
H 47.258 23.870 4.105 0.157
H 47.543 23.641 5.995 0.143
H 45.945 22.231 4.721 -0.051
Li 44.533 21.281 3.134 0.567
P 44.311 23.434 2.769 -0.394
O 43.208 22.590 2.545 -0.367
O 44.713 22.840 4.082 -0.470
O 44.480 24.883 2.684 -0.392
O 45.435 22.736 2.083 -0.467
C 41.188 20.463 1.643 0.081
O 40.767 19.346 0.686 0.049
C 39.579 19.391 0.294 -0.637
O 38.749 20.257 0.548 0.075
O 39.129 18.389 -0.537 -0.016
C 37.774 18.270 -0.861 -0.105
H 42.210 20.011 2.403 0.175
H 40.369 20.742 2.179 0.048
H 41.710 21.220 1.149 0.043
H 37.425 18.807 -1.623 0.024
H 37.043 18.527 -0.016 0.125
H 37.488 17.328 -1.401 0.102
C 42.495 21.712 5.737 -0.002
O 42.085 20.996 6.892 0.059
C 41.168 20.201 6.809 -0.583
O 40.134 20.412 6.121 0.054
O 41.221 19.119 7.758 -0.075
C 40.306 17.992 7.830 -0.081
H 42.762 21.104 4.873 0.079
H 43.125 22.551 5.991 0.092
H 41.552 22.086 5.234 0.117
H 39.497 17.956 7.105 0.069
H 39.755 18.167 8.783 0.083
H 40.905 16.973 7.823 0.115
C 43.837 16.622 3.094 0.014
O 44.083 17.272 1.843 0.029
C 44.415 18.570 1.799 -0.637
O 44.360 19.308 2.775 0.042
O 44.776 18.913 0.637 0.032
C 45.015 20.302 0.317 0.023
H 43.854 15.495 3.060 0.135
H 43.042 17.093 3.460 0.068
H 44.567 16.761 3.587 -0.017
H 44.285 20.949 0.434 0.030
H 45.214 20.231 -0.742 0.084
H 46.130 20.376 0.733 0.156
```

***

Entry 4:
Below is C14H32MnNO3P2Si as an isolated structure at a distorted geometry, with properties calculated with the ωB97M-V functional and the def2-TZVPD basis.

Output
E_tot ... -2956.09976 hartree
Orbital gap (spin up / spin down) ... 6.2 / 5.7 eV
Multiplicity ... 6
Total charge ... +1

```
54
Properties=species:S:1:pos:R:3:mulliken_spin:R:1
Mn -0.249 -0.374 0.076 4.905
P 2.144 -1.225 0.168 0.059
C 2.119 -1.672 -1.568 0.030
C 0.943 -1.776 -2.337 -0.019
N -0.243 -1.317 -1.804 -0.007
C -1.386 -1.437 -2.480 0.002
C -1.454 -2.217 -3.641 0.007
C -0.248 -2.587 -4.283 -0.002
C 0.958 -2.232 -3.696 0.006
C -2.673 -0.848 -1.917 -0.020
P -2.405 0.679 -0.874 0.054
H 1.902 -2.452 -4.216 0.001
H -2.421 -2.476 -4.056 0.002
H -0.298 -3.200 -5.198 0.000
H -3.434 -0.618 -2.708 0.000
H -3.146 -1.607 -1.232 0.004
H 3.284 2.286 -3.215 0.000
H 3.054 -1.562 -2.128 0.003
H 0.577 3.065 -0.507 0.007
O 2.887 2.697 -4.038 0.000
H 1.880 2.610 -3.836 0.000
H 0.105 1.417 2.132 0.019
O 0.054 3.908 -0.362 0.002
H 0.366 4.058 0.568 -0.001
C -2.397 1.985 -2.164 0.005
H -3.393 2.244 -2.516 0.001
H -1.900 2.845 -1.718 -0.002
H -1.796 1.639 -2.999 -0.001
C -4.010 0.911 0.039 0.004
H -3.806 1.666 0.804 0.001
H -4.839 1.254 -0.592 0.001
H -4.298 -0.020 0.541 0.000
C 2.436 -2.838 0.964 -0.002
H 3.499 -3.010 1.077 0.001
H 1.939 -2.974 1.924 0.004
H 2.041 -3.567 0.257 0.002
C 3.423 0.044 0.664 0.001
H 3.160 0.559 1.607 0.001
H 4.425 -0.395 0.828 0.001
H 3.534 0.838 -0.100 0.000
C -1.465 1.468 4.223 0.002
Si -0.069 0.397 3.553 0.006
C 1.663 1.105 4.013 0.002
C -0.220 -1.440 3.421 0.020
O -0.333 0.606 1.752 -0.099
H -1.450 1.428 5.342 0.000
H -2.379 1.021 3.790 0.000
H -1.460 2.520 3.861 0.000
H 1.750 1.071 5.123 0.001
H 2.516 0.519 3.636 0.000
H 1.913 2.152 3.760 0.000
H -1.128 -1.537 2.783 0.010
H 0.639 -1.804 2.813 -0.015
H -0.307 -1.810 4.466 0.001
```

***

Question: Among the records above, which one has the highest E_tot?
Answer: C14H32HgN4O6

***

Question: What is the E_tot in the first record?
Answer: -3059.95367 hartree

***

Question: Look up the total charge of the fourth one.
Answer: +1